Entry 1:
{"formula": "H24O12", "method": "ωB97M-V/def2-TZVPD", "symbols": ["O", "H", "H", "O", "H", "H", "O", "H", "H", "O", "H", "H", "O", "H", "H", "O", "H", "H", "O", "H", "H", "O", "H", "H", "O", "H", "H", "O", "H", "H", "O", "H", "H", "O", "H", "H"], "positions_angstrom": [[-0.983394, 0.918479, 1.586004], [-1.834920, 1.341068, 1.473938], [-1.162661, -0.015387, 1.476488], [1.567789, -2.262127, 0.272307], [0.929125, -2.942629, 0.485048], [1.040896, -1.530687, -0.049580], [0.690623, -0.172936, 2.239901], [0.672799, 0.663169, 1.774240], [0.115754, -0.040142, 2.993649], [2.046782, -0.705464, -1.541913], [1.172652, -0.544995, -1.186417], [2.615830, -0.740491, -0.773036], [-1.188235, -1.224287, 1.375091], [-1.704603, -1.715844, 2.013820], [-0.281719, -1.338454, 1.660445], [-1.830681, -0.032198, -0.822247], [-2.249780, -0.732447, -1.322483], [-0.903414, -0.095597, -1.051164], [1.643353, 1.626670, 0.962473], [2.466081, 2.113510, 0.914037], [1.345549, 1.567782, 0.054688], [0.885890, 1.374551, -1.167681], [0.259937, 0.968537, -1.767322], [1.532056, 1.788810, -1.739592], [0.378361, -0.582538, -0.098076], [-0.451257, -0.535098, 0.377001], [0.558144, 0.320995, -0.357913], [-2.678172, -2.051191, 0.100045], [-2.157704, -1.269350, 0.284600], [-2.470823, -2.651991, 0.815781], [-0.220438, 2.910139, -0.159606], [0.389249, 3.594841, -0.434726], [0.150204, 2.102060, -0.514385], [-0.121423, 0.034896, -2.240354], [0.331694, -0.673322, -2.697919], [-0.553541, 0.531667, -2.935140]], "forces_ev_per_a": [[-2.3607, 5.3815, 0.0297], [-0.1190, 0.6416, -0.4179], [-1.1188, 1.5965, 1.0710], [2.5647, -5.0020, 1.6054], [0.1969, -0.4940, 0.1061], [0.8284, -1.5461, 0.5471], [2.8382, -2.8584, 3.2409], [0.6538, 0.5477, 0.3706], [0.2914, 0.4099, 0.2940], [2.6255, 0.1608, -2.7332], [1.9439, -1.1557, -0.9614], [0.3012, -0.4558, 0.0193], [-0.4860, -6.0126, 3.6211], [-0.3893, 0.1702, 0.3066], [2.1793, 0.2047, 1.1440], [-2.6213, 1.4888, 0.3780], [-0.3087, -0.0900, -0.3422], [-1.6413, -0.4913, 0.1597], [2.1873, 0.7624, 1.5092], [0.2149, 0.0213, 0.4575], [1.1216, 0.4728, 1.3182], [5.6216, 3.6650, -2.2961], [0.3949, 0.7877, -0.4329], [0.6624, 0.0482, 0.1053], [-4.1984, 3.9692, 0.7773], [0.5065, 0.0216, -0.9769], [0.5106, 0.0927, 1.5009], [-3.0013, -2.4028, -1.3427], [-0.8404, -0.1769, -0.8138], [-0.4003, -0.4828, -0.6520], [-3.0875, 3.7674, 1.3753], [-0.0334, 0.2892, 0.0800], [-1.4866, 1.9745, 0.7122], [-3.3449, -4.5699, -8.7935], [0.9404, -0.5868, -0.1657], [-1.1456, -0.1487, -0.8009]], "mulliken_charge": [-0.7282, 0.3069, 0.2424, -0.7876, 0.2879, 0.6838, -0.6604, 0.6068, 0.3406, -0.8206, 0.1341, 0.3668, -0.6788, 0.5175, 0.5446, -0.8718, 0.2907, 0.9059, -0.5626, 0.2116, 0.1184, -0.7909, 0.1031, 0.2194, -0.8766, -0.6938, 1.1822, -0.7845, 0.8271, 0.2016, -0.7942, 0.2440, 0.6581, -0.5919, 0.2378, 0.4105], "fmax_ev_per_a": 10.5, "lumo_ev": -0.436, "charge": 0, "e_above_lowest_kj_mol": 1766.46}



Entry 2:
{"formula": "H24O12", "method": "ωB97M-V/def2-TZVPD", "symbols": ["O", "H", "H", "O", "H", "H", "O", "H", "H", "O", "H", "H", "O", "H", "H", "O", "H", "H", "O", "H", "H", "O", "H", "H", "O", "H", "H", "O", "H", "H", "O", "H", "H", "O", "H", "H"], "positions_angstrom": [[-2.177343, -3.176796, 2.685232], [-1.694067, -2.328973, 2.644516], [-1.462150, -3.709947, 2.299923], [-3.441440, -0.833002, 0.306779], [-3.872590, -0.996461, -0.543614], [-2.782388, -1.544356, 0.274688], [3.223889, 0.751700, -3.027927], [3.609725, 0.022648, -2.514228], [3.636812, 1.501743, -2.583748], [1.126389, 0.735441, -0.770264], [1.474316, 1.104984, -1.594590], [1.866590, 0.158481, -0.491272], [0.723264, 3.255754, -1.944357], [0.772724, 3.987788, -2.562034], [1.351450, 3.363432, -1.227561], [-2.294492, 2.034563, 1.920126], [-1.967962, 2.923313, 1.733031], [-2.295423, 1.681407, 1.019008], [1.893373, -2.791070, 0.715031], [2.470873, -2.238978, 0.193424], [1.714763, -3.683986, 0.416973], [0.676521, -2.847040, 3.577094], [-0.172196, -3.022923, 3.987956], [1.255229, -3.606063, 3.516407], [-0.787522, -1.905176, -0.112595], [-0.189108, -2.643490, -0.254110], [-0.176013, -1.172041, -0.058128], [-1.739064, 1.202985, -3.657544], [-2.324276, 1.347036, -2.908744], [-1.309793, 0.374886, -3.403844], [4.327755, 0.127601, 1.194157], [4.973191, -0.474980, 0.821697], [4.570361, 1.043522, 1.050759], [-2.071672, 3.602284, -0.640748], [-2.417958, 3.110046, -1.393330], [-2.890499, 3.704666, -0.136964]], "forces_ev_per_a": [[1.2598, 0.3413, -0.2105], [-0.7573, 0.0394, 0.0438], [-0.5228, -0.2890, 0.0521], [-0.0471, -0.4170, -0.6917], [-0.2361, 0.3301, 0.2245], [0.3010, 0.2593, 0.4322], [0.4425, -0.2691, 0.7428], [-0.2557, -0.0135, -0.4566], [-0.1183, 0.3186, -0.2986], [0.9568, -0.7208, 0.2466], [-0.4287, 0.0715, -0.2146], [-0.5921, 0.4993, 0.1074], [-0.1622, -0.5878, -0.2575], [0.2550, 0.1770, 0.2219], [-0.0466, 0.4302, -0.0075], [0.0150, 0.3494, -0.5052], [0.1443, -0.0409, 0.3602], [-0.0716, -0.4451, 0.2624], [-0.7223, 0.2984, 1.1746], [0.2711, -0.6459, -0.5782], [0.7171, 0.1620, -0.6701], [0.1743, 0.9648, -0.3681], [0.1571, -0.6797, 0.2190], [-0.3667, -0.3291, 0.2960], [-0.2334, -0.4508, -0.2362], [-0.0771, -0.0674, 0.1352], [0.0723, 0.6820, 0.0720], [-0.0451, -0.3382, 0.1902], [-0.0930, 0.1091, -0.0159], [0.1393, 0.1625, -0.1683], [-0.8128, -0.3554, 0.0966], [0.3872, 0.3832, -0.0431], [0.4036, -0.0864, -0.1577], [-0.7688, -0.1124, 0.0494], [0.5267, 0.0186, -0.2709], [0.1345, 0.2517, 0.2237]], "mulliken_charge": [-0.6602, 0.3227, 0.3143, -0.5996, 0.2984, 0.3044, -0.6461, 0.3056, 0.3257, -0.5844, 0.3615, 0.2533, -0.5626, 0.2656, 0.2982, -0.6267, 0.2994, 0.3356, -0.6017, 0.2685, 0.3212, -0.6242, 0.3445, 0.2936, -0.5025, 0.2389, 0.2747, -0.6058, 0.2908, 0.3105, -0.6179, 0.3188, 0.3083, -0.6070, 0.2811, 0.3029], "fmax_ev_per_a": 1.4, "lumo_ev": -0.460, "charge": 0, "e_above_lowest_kj_mol": 293.49}



Entry 3:
{"formula": "H24O12", "method": "ωB97M-V/def2-TZVPD", "symbols": ["O", "H", "H", "O", "H", "H", "O", "H", "H", "O", "H", "H", "O", "H", "H", "O", "H", "H", "O", "H", "H", "O", "H", "H", "O", "H", "H", "O", "H", "H", "O", "H", "H", "O", "H", "H"], "positions_angstrom": [[3.120023, 1.382587, -0.586484], [2.598457, 1.256240, -1.389303], [2.461926, 1.302638, 0.118779], [-0.802763, 2.349747, -0.908368], [-0.362845, 1.790857, -1.588950], [-1.300528, 3.006051, -1.405229], [-2.567731, -1.005674, -2.143033], [-2.088946, -0.986634, -1.300772], [-1.931574, -1.374098, -2.765120], [1.325048, 0.916817, 1.843101], [1.477825, 0.546581, 2.715115], [0.600694, 1.567840, 1.960227], [-1.008072, 2.245833, 2.291504], [-1.583372, 2.434489, 1.539829], [-1.005097, 3.054688, 2.814434], [-2.816211, -1.384858, 1.918033], [-2.299513, -0.878779, 1.267413], [-2.169030, -1.891962, 2.415672], [0.178595, -3.590092, -0.345252], [-0.175924, -3.193559, 0.461939], [0.133084, -4.539699, -0.202273], [0.241371, -2.074712, -2.672856], [0.841396, -2.699541, -3.088446], [0.135672, -2.390302, -1.749753], [0.939385, 0.588699, -2.248558], [0.523017, -0.298621, -2.273334], [1.288784, 0.711338, -3.137793], [-0.779563, -0.462160, 0.106874], [-0.358890, 0.405025, 0.055087], [-0.416346, -0.842279, 0.918536], [1.337945, 3.921967, 0.170743], [0.713065, 3.228010, -0.098558], [1.981578, 3.964227, -0.541758], [0.369713, -2.302470, 2.295896], [1.166225, -2.837322, 2.382668], [0.232612, -1.920884, 3.169974]], "forces_ev_per_a": [[0.0070, 0.1470, -0.1498], [0.0392, -0.1997, 0.2754], [0.1885, 0.0014, 0.1700], [0.1858, -0.2913, -0.3171], [-0.0912, 0.1739, 0.2454], [-0.0471, 0.0008, 0.0477], [0.0325, 0.0292, 0.0505], [-0.0780, 0.0817, -0.1497], [0.0329, -0.0720, 0.0290], [-0.1913, 0.1074, -0.2051], [0.0929, 0.0471, -0.0055], [0.2062, -0.2047, 0.0934], [-0.2127, 0.1909, 0.0965], [0.1111, -0.0975, -0.1026], [0.0350, 0.0148, -0.0377], [0.0674, 0.1148, -0.0561], [-0.2631, -0.1178, 0.1426], [-0.0250, -0.0394, -0.0518], [0.0241, 0.0023, 0.3116], [0.0062, 0.0166, -0.0325], [-0.0755, -0.0141, -0.1250], [-0.2456, 0.1636, 0.3512], [0.0390, 0.0163, 0.0497], [0.0907, -0.2239, -0.4705], [-0.3770, 0.1174, -0.2142], [0.3514, -0.0042, -0.1090], [-0.1123, -0.0229, -0.0326], [-0.0185, -0.1906, 0.1643], [-0.1049, 0.0365, 0.0119], [0.4486, 0.0155, -0.1276], [-0.2351, 0.0418, 0.0875], [0.0717, 0.2720, -0.0627], [0.1345, -0.1500, 0.0887], [-0.1209, -0.0266, 0.1739], [0.0691, 0.0628, -0.1213], [-0.0358, 0.0008, -0.0184]], "mulliken_charge": [-0.6632, 0.3599, 0.3293, -0.5649, 0.3479, 0.2555, -0.6547, 0.2877, 0.3477, -0.5746, 0.2561, 0.3295, -0.6036, 0.2953, 0.2688, -0.6405, 0.4496, 0.2747, -0.6792, 0.3672, 0.2795, -0.6873, 0.2797, 0.4166, -0.6276, 0.3528, 0.2617, -0.4811, 0.1401, 0.3124, -0.6564, 0.3422, 0.3250, -0.5756, 0.2581, 0.2710], "fmax_ev_per_a": 0.5, "lumo_ev": -0.216, "charge": 0, "e_above_lowest_kj_mol": 74.06}